(1)
Computed, not measured: C12H36FeNO15 as an isolated structure in a non-equilibrium geometry, with ωB97M-V/def2-TZVPD.

* <S²>: 6.0057
* LUMO energy (alpha / beta): -3.053 / -3.069 eV
* frontier orbital gap (alpha / beta): 8.536 / 8.520 eV
* energy above the lowest of the compared OMol25 structures with the same formula, charge and spin: 35.2 kcal per mole
* multiplicity: 5
* charge: +1
* strongest force on any atom: 2.89 eV/Å
* energy: -79605.34417 eV

Element x y z (Å)
Fe -10.190 -17.396 10.261
N -8.858 -16.511 12.604
O -9.435 -17.517 13.020
O -8.826 -16.240 11.355
O -8.424 -15.687 13.438
C -9.851 -12.890 9.872
C -8.912 -12.763 11.062
O -8.597 -11.393 11.187
O -9.276 -12.709 8.550
H -10.552 -12.058 9.963
H -10.314 -13.857 9.683
H -8.060 -13.445 11.028
H -9.474 -13.029 11.965
H -7.771 -11.259 11.657
H -9.268 -11.763 8.379
C -10.202 -16.087 7.504
C -11.507 -16.928 7.675
O -11.355 -18.097 8.470
O -9.419 -16.030 8.695
H -10.465 -15.091 7.143
H -9.565 -16.632 6.802
H -11.580 -17.220 6.625
H -12.313 -16.242 7.929
H -11.622 -18.858 7.948
H -8.560 -15.736 8.368
C -9.237 -20.048 9.812
C -10.045 -20.353 11.047
O -10.880 -19.210 11.369
O -8.715 -18.689 9.691
H -9.687 -20.426 8.894
H -8.314 -20.617 9.959
H -9.482 -20.576 11.953
H -10.767 -21.152 10.864
H -11.127 -19.338 12.295
H -8.155 -18.709 8.907
C -5.528 -17.308 12.026
C -6.126 -18.334 12.968
O -5.332 -19.482 13.261
O -5.493 -17.903 10.694
H -4.481 -17.024 12.146
H -6.139 -16.423 11.859
H -6.963 -18.824 12.464
H -6.462 -17.797 13.859
H -4.895 -19.309 14.101
H -5.410 -18.858 10.767
C -10.186 -15.345 16.122
C -10.207 -15.980 17.505
O -11.496 -15.981 18.126
O -10.731 -16.281 15.184
H -9.115 -15.229 15.923
H -10.508 -14.302 16.087
H -9.570 -15.297 18.084
H -9.686 -16.933 17.557
H -12.011 -15.321 17.655
H -10.056 -16.423 14.507
C -13.297 -16.881 12.629
C -13.108 -16.883 11.112
O -11.921 -16.220 10.666
O -12.472 -17.821 13.308
H -14.338 -16.992 12.929
H -13.027 -15.871 12.955
H -13.924 -16.595 10.450
H -13.014 -17.958 10.931
H -12.028 -15.263 10.662
H -11.797 -17.398 13.856



(2)
Computed, not measured: C12H36KO10P as an isolated structure in a non-equilibrium geometry, with ωB97M-V/def2-TZVPD.

* LUMO energy: 3.135 eV
* frontier orbital gap: 1.884 eV
* energy above the lowest of the compared OMol25 structures with the same formula, charge and spin: 251.0 kcal per mole
* charge: -2
* strongest force on any atom: 2.55 eV/Å
* energy: -59111.05915 eV

Element x y z (Å)
K -1.508 0.331 0.488
P -4.316 4.890 0.214
O -5.653 4.205 0.639
O -4.568 6.432 -0.016
O -3.848 4.171 -1.104
O -3.283 4.721 1.389
C -8.117 -4.271 -2.118
C -6.689 -4.156 -2.621
O -6.129 -3.118 -1.845
H -8.746 -3.410 -2.344
H -8.147 -4.399 -1.036
H -8.640 -5.137 -2.525
H -6.698 -3.963 -3.694
H -6.152 -5.062 -2.341
H -5.707 -3.553 -1.101
C 5.606 -1.763 1.384
C 4.809 -2.231 2.647
O 3.473 -1.997 2.282
H 6.665 -1.923 1.588
H 5.387 -0.776 0.976
H 5.431 -2.447 0.553
H 5.083 -1.595 3.488
H 4.978 -3.262 2.957
H 3.191 -2.847 1.938
C 1.294 -5.356 -4.534
C 0.096 -4.502 -4.051
O 0.351 -4.000 -2.776
H 2.201 -4.768 -4.673
H 1.061 -5.776 -5.512
H 1.467 -6.136 -3.793
H -0.825 -5.079 -3.969
H -0.121 -3.695 -4.751
H 0.590 -4.733 -2.204
C 4.545 5.426 1.985
C 3.195 5.345 2.601
O 2.424 4.568 1.640
H 5.179 6.068 2.597
H 4.478 5.814 0.969
H 5.105 4.493 1.925
H 2.783 6.324 2.843
H 3.228 4.803 3.546
H 1.491 4.778 1.723
C -0.861 0.379 7.817
C -0.856 1.404 6.636
O -2.114 1.324 6.005
H -0.971 -0.646 7.463
H -1.661 0.585 8.528
H 0.012 0.438 8.468
H -0.087 1.197 5.891
H -0.819 2.409 7.055
H -2.006 1.952 5.287
C 2.245 1.642 -5.871
C 1.426 2.174 -4.643
O 0.488 3.119 -5.018
H 2.801 2.436 -6.369
H 1.585 1.183 -6.607
H 2.967 0.856 -5.651
H 2.074 2.585 -3.869
H 0.970 1.304 -4.170
H -0.158 3.244 -4.318



(3)
Computed, not measured: C12H36KO12 as an isolated structure in a non-equilibrium geometry, with ωB97M-V/def2-TZVPD.

* LUMO energy: -4.354 eV
* frontier orbital gap: 7.469 eV
* energy above the lowest of the compared OMol25 structures with the same formula, charge and spin: 113.3 kcal per mole
* charge: +1
* strongest force on any atom: 2.45 eV/Å
* energy: -53912.02196 eV

Element x y z (Å)
K 0.348 -0.459 -1.129
C 3.058 -3.137 5.598
C 3.576 -2.567 6.946
O 2.836 -1.417 7.275
O 3.055 -2.073 4.636
H 2.014 -3.350 5.827
H 3.619 -4.014 5.276
H 4.647 -2.372 6.884
H 3.477 -3.212 7.818
H 2.790 -1.360 8.232
H 2.603 -1.332 5.047
C -1.851 -4.497 -6.855
C -2.508 -4.510 -8.242
O -1.603 -3.959 -9.205
O -1.869 -3.192 -6.394
H -0.816 -4.834 -6.811
H -2.443 -5.071 -6.143
H -3.474 -4.007 -8.249
H -2.807 -5.505 -8.571
H -1.202 -3.236 -8.718
H -1.375 -2.704 -7.058
C -2.907 -5.351 1.417
C -3.301 -6.661 0.779
O -4.716 -6.819 0.950
O -3.456 -4.243 0.787
H -1.826 -5.274 1.524
H -3.213 -5.444 2.459
H -3.026 -7.548 1.350
H -2.978 -6.806 -0.252
H -5.094 -6.056 0.506
H -4.346 -4.211 1.145
C 5.970 3.109 -0.798
C 7.089 2.761 -1.823
O 6.740 1.582 -2.610
O 4.712 3.239 -1.373
H 6.143 4.001 -0.195
H 5.927 2.257 -0.119
H 8.072 2.575 -1.392
H 7.122 3.679 -2.410
H 5.879 1.717 -3.013
H 4.635 2.797 -2.222
C -3.015 5.242 -2.651
C -3.573 6.202 -3.673
O -2.682 6.598 -4.704
O -2.926 3.970 -3.260
H -3.706 5.150 -1.813
H -2.042 5.471 -2.217
H -3.924 7.105 -3.174
H -4.394 5.667 -4.149
H -2.412 5.780 -5.128
H -2.411 4.140 -4.052
C -0.948 4.428 4.580
C -0.900 4.584 6.087
O 0.325 4.345 6.746
O -0.921 3.039 4.200
H -0.161 5.009 4.099
H -1.867 4.872 4.196
H -1.721 4.211 6.699
H -1.058 5.651 6.242
H 0.578 3.426 6.635
H -1.743 2.618 4.464